#A
The following is a DFT calculation (the ωB97M-V functional and the def2-TZVPD basis) of 2 unconnected molecules or ions with the total composition C5H12N2O2.

Last column: natural (NBO) charge in e.
Geometry (Å):
1 C 1.24 -1.22 -1.46  -0.272
2 O 0.07 -0.42 -1.43  -0.527
3 C -0.98 -0.87 -0.72  0.826
4 C -2.17 0.02 -0.93  -0.721
5 O -0.96 -1.88 -0.07  -0.631
6 H 1.38 -1.60 -2.48  0.189
7 H 1.15 -2.05 -0.76  0.213
8 H 2.09 -0.58 -1.20  0.183
9 H -2.57 -0.16 -1.92  0.235
10 H -1.87 1.07 -0.86  0.256
11 H -2.93 -0.21 -0.19  0.226
12 C 0.93 2.10 0.16  -0.210
13 N -0.16 1.73 0.69  -0.216
14 N -0.33 0.61 1.39  -0.430
15 C 0.69 -0.26 1.92  -0.448
16 H 0.89 2.99 -0.44  0.184
17 H 1.90 1.61 0.26  0.145
18 H -1.22 0.61 1.87  0.376
19 H 1.57 -0.24 1.29  0.201
20 H 0.29 -1.28 1.94  0.232
21 H 0.98 0.02 2.94  0.190

Summary:
E_HOMO = -8.53 eV
HOMO-LUMO gap = 9.497 eV
structure (SMILES) = COC(C)=O.C=NNC

***

#B
The following is a DFT calculation (the ωB97M-V functional and the def2-TZVPD basis) of a molecular structure, C5H12N2O2.

Last column: natural (NBO) charge in e.
Geometry (Å):
1 C -2.71 0.13 -0.83  -0.264
2 N -0.43 1.31 0.85  -0.662
3 O -2.31 0.11 0.51  -0.709
4 H -0.60 1.43 1.84  0.407
5 H -0.94 1.88 0.18  0.401
6 H -2.92 1.15 -1.19  0.152
7 H -3.64 -0.46 -0.92  0.181
8 H -1.98 -0.35 -1.50  0.152
9 C 1.18 1.06 -0.94  -0.675
10 C 2.04 -1.80 0.50  -0.711
11 C 0.84 0.78 0.54  0.474
12 C 0.68 -1.22 0.60  0.404
13 N -0.44 -1.66 0.71  -0.444
14 O 1.74 0.98 1.41  -0.621
15 H -1.41 -0.92 0.66  0.455
16 H 0.45 0.58 -1.58  0.215
17 H 2.17 0.67 -1.17  0.228
18 H 1.16 2.14 -1.11  0.235
19 H 2.30 -1.98 -0.54  0.249
20 H 2.75 -1.09 0.92  0.277
21 H 2.07 -2.73 1.05  0.256

Summary:
E_HOMO (spin up / spin down) = -7.60 / -8.59 eV
HOMO-LUMO gap (spin up / spin down) = 5.947 / 7.336 eV

***

Stability order, top to bottom: #A, #B

***

#A
The following is a DFT calculation (the ωB97M-V functional and the def2-TZVPD basis) of 2 unconnected molecules or ions with the total composition C5H12N2O2.

Last column: natural (NBO) charge in e.
Geometry (Å):
1 C 0.64 -1.17 -1.75  -0.531
2 C 0.87 0.05 -1.27  -0.014
3 N -0.10 0.93 -0.77  -0.300
4 C 0.15 2.35 -0.88  -0.400
5 N -1.47 0.65 -1.01  -0.666
6 H -0.30 -1.68 -1.60  0.202
7 H 1.44 -1.74 -2.20  0.209
8 H 1.84 0.52 -1.40  0.196
9 H 0.03 2.72 -1.91  0.174
10 H -0.56 2.87 -0.25  0.214
11 H 1.17 2.57 -0.55  0.194
12 H -1.62 0.39 -1.99  0.329
13 H -1.73 -0.16 -0.46  0.385
14 C 0.30 -0.15 2.23  -0.730
15 C -0.44 -1.34 1.69  0.823
16 O -1.51 -1.39 1.15  -0.612
17 O 0.17 -2.52 2.11  -0.711
18 H -0.36 0.71 2.27  0.246
19 H 1.11 0.05 1.53  0.254
20 H 0.75 -0.39 3.18  0.242
21 H -0.38 -3.29 1.90  0.494

Summary:
E_HOMO = -8.14 eV
HOMO-LUMO gap = 8.920 eV
structure (SMILES) = C=CN(C)N.CC(=O)O

***

#B
The following is a DFT calculation (the ωB97M-V functional and the def2-TZVPD basis) of 2 unconnected molecules or ions with the total composition C5H12N2O2.

Last column: natural (NBO) charge in e.
Geometry (Å):
1 N -1.28 2.00 1.13  -0.666
2 N -0.36 1.59 0.15  -0.504
3 C -0.67 0.56 -0.72  0.658
4 O -1.79 0.44 -1.22  -0.673
5 C 0.53 0.30 -1.78  -0.137
6 O 0.11 -0.71 -2.64  -0.724
7 H -1.55 2.96 0.95  0.352
8 H -2.14 1.45 1.11  0.379
9 H 0.49 2.13 0.01  0.398
10 H 0.63 1.26 -2.31  0.170
11 H 1.51 0.06 -1.36  0.178
12 H -0.86 -0.66 -2.62  0.492
13 C -0.79 -1.17 0.92  -0.431
14 C 0.46 -1.47 0.52  -0.130
15 C 1.68 -1.15 1.31  -0.660
16 H -0.95 -0.75 1.92  0.202
17 H -1.65 -1.62 0.47  0.221
18 H 0.61 -1.98 -0.42  0.214
19 H 2.45 -0.64 0.71  0.212
20 H 1.44 -0.50 2.17  0.218
21 H 2.11 -2.08 1.69  0.231

Summary:
E_HOMO = -8.58 eV
HOMO-LUMO gap = 9.341 eV
structure (SMILES) = NNC(=O)CO.C=CC

***

#C
The following is a DFT calculation (the ωB97M-V functional and the def2-TZVPD basis) of 2 unconnected molecules or ions with the total composition C5H12N2O2.

Last column: natural (NBO) charge in e.
Geometry (Å):
1 C 0.22 1.35 -0.58  0.678
2 C 2.64 0.05 0.32  -0.702
3 C 1.31 -0.48 0.80  -0.378
4 C -1.68 -0.29 0.23  -0.280
5 C -0.63 0.21 -0.73  0.143
6 N -0.37 -0.55 -1.84  -0.777
7 N -2.81 0.67 0.28  -0.819
8 O -0.09 2.23 0.33  -0.672
9 O 1.10 1.68 -1.36  -0.654
10 H 3.33 -0.70 -0.09  0.208
11 H 2.45 0.76 -0.44  0.262
12 H 2.97 0.63 1.18  0.219
13 H 1.24 -1.60 1.00  0.185
14 H 1.09 0.11 1.69  0.159
15 H -1.28 -0.24 1.24  0.209
16 H -2.04 -1.36 0.14  0.191
17 H -0.77 -1.41 -1.92  0.391
18 H 0.32 -0.03 -2.46  0.438
19 H -0.77 1.91 1.05  0.495
20 H -3.41 0.30 0.97  0.352
21 H -3.29 0.66 -0.56  0.352

Summary:
E_HOMO (spin up / spin down) = -7.76 / -7.19 eV
HOMO-LUMO gap (spin up / spin down) = 7.958 / 7.577 eV

***

#D
The following is a DFT calculation (the ωB97M-V functional and the def2-TZVPD basis) of a single C5H12N2O2 molecule.

Last column: natural (NBO) charge in e.
Geometry (Å):
1 C 0.85 0.31 -2.12  -0.729
2 C 0.56 1.04 -0.83  0.644
3 O 1.09 2.11 -0.57  -0.566
4 C -0.74 0.58 0.01  -0.181
5 C -1.77 -0.12 -0.88  -0.613
6 N -0.31 -0.28 1.09  -0.157
7 C -0.18 0.41 2.36  -0.435
8 O 1.22 -0.52 0.69  -0.332
9 N 1.57 -1.88 0.49  -0.494
10 H 0.83 -0.77 -2.00  0.231
11 H 1.84 0.60 -2.49  0.241
12 H 0.10 0.58 -2.87  0.232
13 H -1.19 1.51 0.37  0.210
14 H -2.05 0.53 -1.71  0.214
15 H -1.39 -1.06 -1.28  0.211
16 H -2.68 -0.34 -0.31  0.218
17 H 0.44 1.31 2.30  0.206
18 H -1.18 0.71 2.72  0.208
19 H 0.24 -0.26 3.11  0.207
20 H 0.66 -2.34 0.57  0.348
21 H 2.10 -2.11 1.33  0.336

Summary:
E_HOMO = -9.02 eV
HOMO-LUMO gap = 10.004 eV
structure (SMILES) = CC(=O)[C@@H](C)N(C)ON

***

Stability order, top to bottom: #A, #B, #C, #D

***

#A
The following is a DFT calculation (the ωB97M-V functional and the def2-TZVPD basis) of 2 unconnected molecules or ions with the total composition C5H12N2O2.

Last column: natural (NBO) charge in e.
Geometry (Å):
1 C 1.86 -0.78 0.57  -0.670
2 C 0.82 -0.85 -0.44  0.359
3 N 0.82 0.08 -1.44  -0.826
4 N 0.03 -1.87 -0.64  0.290
5 O -0.84 -2.00 -1.59  -0.608
6 O -0.09 -2.75 0.45  -0.588
7 H 2.77 -1.01 0.17  0.226
8 H 1.84 -1.50 1.38  0.259
9 H 1.92 0.20 1.07  0.235
10 H 0.17 -0.14 -2.22  0.428
11 H 1.77 0.47 -1.84  0.399
12 H -0.76 -3.41 0.40  0.500
13 C -1.50 0.72 1.55  -0.426
14 C -1.31 1.06 0.26  -0.142
15 C -0.75 2.29 -0.25  -0.669
16 H -2.10 -0.06 1.82  0.196
17 H -1.18 1.38 2.29  0.178
18 H -1.68 0.50 -0.54  0.193
19 H 0.32 2.02 -0.37  0.239
20 H -0.76 3.07 0.51  0.206
21 H -1.33 2.57 -1.17  0.221

Summary:
E_HOMO = -7.87 eV
HOMO-LUMO gap = 8.621 eV
structure (SMILES) = C/C(N)=[N+](/[O-])O.C=CC

***

#B
The following is a DFT calculation (the ωB97M-V functional and the def2-TZVPD basis) of a single C5H12N2O2 molecule.

Last column: natural (NBO) charge in e.
Geometry (Å):
1 C 2.78 0.47 -0.78  -0.570
2 C 0.98 0.16 0.68  -0.147
3 C 1.52 -0.20 -0.66  -0.457
4 H 1.60 -1.28 -0.78  0.211
5 H 2.83 1.55 -0.66  0.180
6 H 3.62 -0.02 -1.24  0.190
7 H 1.05 1.23 0.88  0.215
8 H 1.27 -0.45 1.53  0.216
9 H 0.56 0.10 -1.38  0.115
10 C -1.06 -1.46 0.67  -0.413
11 N -0.73 -0.03 0.53  -0.174
12 C -1.08 0.58 -0.83  0.751
13 N -1.29 0.71 1.64  -0.637
14 O -1.86 -0.28 -1.56  -0.722
15 O -1.13 1.80 -0.90  -0.676
16 H -2.25 0.24 -2.28  0.505
17 H -2.31 0.62 1.58  0.354
18 H -1.08 1.69 1.44  0.386
19 H -0.68 -1.81 1.63  0.221
20 H -2.14 -1.60 0.62  0.217
21 H -0.59 -2.01 -0.14  0.236

Summary:
E_HOMO (spin up / spin down) = -6.44 / -5.49 eV
HOMO-LUMO gap (spin up / spin down) = 6.944 / 6.016 eV

***

Stability order, top to bottom: #A, #B